Record 1
{"formula": "C6H10O", "method": "ωB97M-V/def2-TZVPD", "elements": ["C", "O", "H", "C", "H", "C", "C", "H", "H", "C", "H", "H", "H", "H", "H", "H", "C"], "coordinates": [[0.912, -0.927, -0.309], [3.100, -0.334, -0.653], [0.301, -1.531, 0.356], [-1.111, 0.798, -0.275], [-1.542, 1.539, -0.949], [2.381, -0.908, 0.129], [-2.117, -0.225, 0.202], [-1.679, -0.928, 0.918], [0.096, 0.841, 1.592], [-0.025, 1.321, 0.624], [-2.521, -0.805, -0.636], [2.888, -1.512, 0.939], [0.949, -1.436, -1.286], [0.218, 2.380, 0.611], [0.767, 0.992, -1.411], [-2.958, 0.267, 0.704], [0.339, 0.469, -0.556]], "e_lumo_ha": 0.038, "energy_ev": -8430.2046, "fmax_ev_per_a": 1.60, "multiplicity": 1, "smiles": "C[C@H]1C[C@H]1CC=O", "homo_lumo_gap_ev": 10.6, "e_above_lowest_kj_mol": 99.9}

=====

Record 2
{"formula": "ClH2NOS", "method": "ωB97M-V/def2-TZVPD", "elements": ["O", "H", "N", "S", "H", "Cl"], "coordinates": [[-0.075, -0.402, -1.397], [0.287, 1.541, 1.246], [-0.340, 1.037, 0.581], [0.757, -0.068, -0.087], [-1.063, -0.166, -1.190], [0.434, -1.942, 0.847]], "e_lumo_ha": -0.005, "energy_ev": -26925.8878, "fmax_ev_per_a": 5.04, "multiplicity": 1, "homo_lumo_gap_ev": 9.6, "e_above_lowest_kj_mol": 103.4}

=====

Record 3
{"formula": "C15H31CuFP2", "method": "ωB97M-V/def2-TZVPD", "elements": ["H", "C", "H", "H", "H", "H", "H", "F", "C", "H", "H", "H", "H", "C", "C", "C", "H", "C", "P", "C", "H", "H", "H", "H", "H", "Cu", "C", "H", "H", "H", "H", "C", "C", "P", "H", "C", "H", "C", "C", "H", "H", "H", "C", "H", "H", "H", "H", "H", "C", "H"], "coordinates": [[0.753, -0.659, 3.949], [-0.593, -3.348, 1.483], [1.569, -1.087, -3.920], [0.510, 0.968, -4.104], [-1.095, 3.722, 0.263], [-0.705, -0.822, 0.453], [-1.495, 2.531, -1.445], [-1.251, 1.455, 3.215], [0.501, -1.410, -2.051], [2.278, -3.217, 0.761], [1.589, 0.933, 1.522], [-2.357, 2.565, 0.600], [-0.478, -4.267, 2.077], [-1.568, 3.166, 1.083], [0.293, -0.642, 0.934], [1.032, 0.861, -3.151], [-1.464, -2.003, -1.426], [1.412, -0.624, -2.924], [0.541, -2.072, 2.016], [0.319, 1.561, -2.052], [0.550, 1.326, 0.200], [1.827, 2.673, 2.795], [2.486, -3.470, 2.491], [-3.040, 0.863, -2.554], [-2.060, 1.446, -3.802], [-1.862, 0.031, -0.911], [-1.985, 0.852, -2.883], [2.429, -0.648, -2.516], [-2.019, 3.959, 1.691], [0.997, -0.954, 0.137], [0.543, 3.596, 3.675], [0.562, 0.840, 1.189], [0.886, 3.229, 2.698], [-0.413, 2.153, 2.044], [-0.795, -1.545, 3.888], [-0.861, -1.325, -2.065], [-1.061, -0.659, -4.151], [-1.060, 1.638, -1.939], [2.217, -2.714, 1.737], [0.727, -2.434, 4.303], [-0.455, -3.685, 0.440], [1.116, 4.093, 2.065], [-1.579, -0.618, -3.196], [1.037, -2.210, -1.527], [-1.635, -3.005, 1.589], [1.956, 1.442, -3.309], [-2.506, -1.189, -3.395], [2.956, -1.900, 1.767], [0.291, -1.628, 3.697], [0.958, 2.234, -1.443]], "e_lumo_ha": [0.008, 0.003], "energy_ev": -81983.3006, "fmax_ev_per_a": 2.91, "multiplicity": 2, "homo_lumo_gap_ev": [3.5, 3.7], "e_above_lowest_kj_mol": 713.8, "s_squared": 0.869}